Record 1
Entry from the Open Molecules 2025 dataset: a 2-piece molecular cluster, C2H7NO2 overall (ωB97M-V/def2-TZVPD).

The geometry in XYZ format:
```
12
Properties=species:S:1:pos:R:3:forces:R:3:lowdin_charge:R:1
O -1.017194 -0.864415 1.035921 0.426 0.085 -0.234 -0.084
O 1.021856 1.026343 0.041732 0.123 -0.528 0.260 -0.141
N -0.852722 -2.138428 0.490957 -0.956 -0.499 0.453 -0.072
C 0.362440 2.158149 -0.462400 -0.168 0.203 -0.104 -0.176
C 0.156800 -2.301611 -0.237824 0.384 0.560 -0.049 -0.029
H -1.821403 -0.930575 1.569465 0.239 -0.146 -0.214 0.102
H 0.373009 0.469945 0.496533 0.069 0.167 -0.041 0.024
H 0.891938 -1.534938 -0.463601 -0.014 0.176 0.049 0.075
H -0.425258 1.883968 -1.173651 0.023 0.087 -0.001 0.078
H 1.111301 2.756867 -0.979315 -0.087 0.055 -0.009 0.076
H -0.079861 2.759715 0.339702 0.014 0.044 -0.078 0.076
H 0.279092 -3.285020 -0.657520 -0.054 -0.203 -0.033 0.070
```
Forces are in eV/Å.

The HOMO energy is -10.088 eV. The total charge is 0. As for the spin multiplicity: 1. The SMILES is C=NO.CO. The value obtained for the frontier orbital gap is 10.91 eV.

Record 2
Entry from the Open Molecules 2025 dataset: a 2-piece molecular cluster, C2H7NO2 overall (ωB97M-V/def2-TZVPD).

The geometry in XYZ format:
```
12
Properties=species:S:1:pos:R:3:forces:R:3:lowdin_charge:R:1
O 2.549032 -0.607440 0.248632 0.054 -0.183 0.491 0.003
O -3.776534 2.548724 -1.778377 -0.228 -0.070 0.646 -0.139
N 3.356245 -2.513670 1.177045 0.196 -0.071 0.346 0.107
C -3.122204 1.468425 -1.079636 -0.052 1.012 -0.200 -0.146
C 3.216223 -1.164935 1.096952 -0.311 0.181 -0.673 -0.425
H -3.065588 1.601614 -0.002989 -0.022 0.412 0.196 0.069
H -3.705906 0.563333 -1.202268 0.318 -0.311 -0.522 0.071
H 3.740322 -0.599216 1.879740 0.233 -0.094 0.012 0.122
H -2.104141 1.488707 -1.469107 -0.040 -0.872 0.056 0.078
H -3.981934 3.248627 -1.147925 0.028 -0.173 -0.177 0.067
H 2.773693 -3.093627 0.599063 0.137 0.016 -0.241 0.100
H 4.120792 -2.940542 1.678870 -0.314 0.152 0.066 0.093
```
Forces are in eV/Å.

The HOMO energy is -10.154 eV. The total charge is 0. As for the spin multiplicity: 1. The SMILES is NC=O.CO. The value obtained for the frontier orbital gap is 11.07 eV.

Record 3
Entry from the Open Molecules 2025 dataset: a 3-piece molecular cluster, C2H7NO2 overall (ωB97M-V/def2-TZVPD).

The geometry in XYZ format:
```
12
Properties=species:S:1:pos:R:3:forces:R:3:lowdin_charge:R:1
O 1.500791 -0.914997 0.082751 0.000 -0.498 -0.265 -0.021
O -0.938507 1.609107 1.791142 -2.106 1.272 0.945 -0.109
N -0.194693 -1.454409 -1.318821 -0.558 0.565 -0.380 0.118
C 0.836047 -1.743046 -0.510631 0.578 0.084 0.411 -0.422
C 0.050791 1.463896 0.901496 -1.129 0.226 -4.700 -0.204
H -1.649778 2.103060 1.317953 0.722 -0.498 1.034 0.105
H 0.836475 0.821561 1.279508 -0.379 -0.552 -0.646 0.061
H -0.729311 1.269685 -0.356578 2.327 -0.776 2.604 0.139
H 0.469523 2.334849 0.405885 0.314 0.652 0.857 0.045
H -0.507667 -0.482270 -1.388070 0.230 -0.623 0.078 0.069
H 1.046360 -2.825345 -0.431462 -0.055 0.060 -0.027 0.125
H -0.720030 -2.182092 -1.773172 0.056 0.087 0.088 0.094
```
Forces are in eV/Å.

The HOMO energy is -9.189 eV. The total charge is 0. As for the spin multiplicity: 1. The value obtained for the frontier orbital gap is 9.90 eV.

Record 4
Entry from the Open Molecules 2025 dataset: a 2-piece molecular cluster, C2H7NO2 overall (ωB97M-V/def2-TZVPD).

The geometry in XYZ format:
```
12
Properties=species:S:1:pos:R:3:forces:R:3:lowdin_charge:R:1
O -1.584164 1.785005 -0.902791 0.698 0.094 -1.260 0.022
O 1.149634 -1.146163 2.426720 -0.988 0.547 0.322 -0.059
N -0.666417 0.518098 0.635098 1.220 -0.779 -1.798 0.138
C -0.793221 0.871774 -0.712947 -2.504 0.753 2.968 -0.573
C -0.106727 0.090673 -1.760966 1.240 1.113 -1.625 -0.019
H 0.045873 0.754914 -2.632125 -0.529 -0.001 0.359 0.093
H 1.368712 -2.052647 2.648002 0.627 0.117 -0.478 0.042
H 1.725640 -0.700657 1.799801 0.416 -0.690 0.151 0.037
H -0.657017 -0.744727 -2.180973 0.017 -0.339 0.554 0.088
H 0.935824 -0.088325 -1.516063 -0.054 -0.860 0.439 0.075
H -0.284360 -0.379104 0.883681 0.035 0.148 0.425 0.055
H -1.133774 1.091158 1.312562 -0.178 -0.102 -0.056 0.100
```
Forces are in eV/Å.

The HOMO energy is -9.520 eV. The total charge is 0. As for the spin multiplicity: 1. The SMILES is CC(N)=O.O. The value obtained for the frontier orbital gap is 10.07 eV.

Record 5
Entry from the Open Molecules 2025 dataset: a 2-piece molecular cluster, C2H7NO2S overall (ωB97M-V/def2-TZVPD).

The geometry in XYZ format:
```
13
Properties=species:S:1:pos:R:3:forces:R:3:lowdin_charge:R:1
S -0.176533 1.907456 2.462520 1.135 -1.901 -1.547 0.858
O 0.108646 1.095615 3.646747 -0.267 0.322 -0.113 -0.497
O 1.211950 2.028304 1.556403 -1.966 2.763 0.564 -0.338
N 0.735176 -0.421687 0.165657 0.421 1.869 1.767 -0.005
C 0.420613 -0.375017 -1.193132 -0.645 3.257 -0.829 -0.248
C -1.049324 0.731354 1.315192 1.536 2.603 -3.650 -0.119
H -0.585839 -0.649264 -1.462898 -0.524 -0.568 -0.166 0.058
H 1.120073 -0.888771 -1.839158 0.379 -0.296 -0.032 0.076
H 0.479354 0.763533 -1.404309 0.033 -1.765 -0.413 0.100
H 0.651878 -1.287675 0.615486 -0.607 -1.821 0.524 0.024
H 1.836719 1.331121 1.558260 0.450 -1.946 0.124 0.023
H -1.498179 1.119074 0.285766 1.073 -0.593 2.519 0.085
H -1.455172 -0.133368 1.682714 -1.018 -1.926 1.251 -0.017
```
Forces are in eV/Å.

The HOMO energy (spin up / spin down) is -9.710 / -8.971 eV. The total charge is 0. As for the spin multiplicity: 1. The value obtained for the frontier orbital gap (spin up / spin down) is 9.07 / 8.39 eV.

Record 6
Entry from the Open Molecules 2025 dataset: a 2-piece molecular cluster, C2H7NO2S2 overall (ωB97M-V/def2-TZVPD).

The geometry in XYZ format:
```
14
Properties=species:S:1:pos:R:3:forces:R:3:lowdin_charge:R:1
S 2.897746 -0.203637 -1.061794 0.099 0.205 -0.161 0.047
S 2.671794 0.108134 0.847485 -1.284 0.293 -0.447 0.416
O 1.255462 -0.448363 1.206835 1.243 0.817 0.163 -0.663
O 2.627725 1.793450 1.070959 0.608 -2.524 2.848 -0.391
N -1.311861 -0.042540 0.197601 -1.457 2.518 -0.726 -0.051
C -1.755812 -0.113167 -1.194737 0.135 -0.164 -1.841 -0.074
C -0.588751 -0.979038 0.710808 1.025 -0.710 1.514 -0.014
H -1.592231 0.869758 0.708844 0.955 -2.523 -0.765 0.210
H -0.469237 -1.022537 1.789336 -0.507 -0.058 -0.282 0.107
H 2.412978 2.400293 0.414583 -0.784 1.055 -2.626 -0.008
H -2.060523 0.810657 -1.723125 1.059 0.278 0.926 0.092
H -0.369054 -1.932316 0.181341 -0.216 1.174 0.034 0.144
H -2.710669 -0.603882 -1.291714 -0.230 -0.934 0.427 0.073
H -1.007566 -0.636807 -1.856420 -0.647 0.571 0.934 0.112
```
Forces are in eV/Å.

The HOMO energy is -7.798 eV. The total charge is 0. As for the spin multiplicity: 1. The value obtained for the frontier orbital gap is 7.94 eV.

Record 7
Entry from the Open Molecules 2025 dataset: the molecule C2H7NO2S2 (ωB97M-V/def2-TZVPD).

The geometry in XYZ format:
```
14
Properties=species:S:1:pos:R:3:forces:R:3:lowdin_charge:R:1
S -2.828447 1.427097 -0.579803 0.362 -0.282 1.647 0.484
S -1.611662 0.026591 0.616468 -1.814 1.289 3.445 0.447
O -1.693308 -1.361108 0.228444 0.007 0.744 -0.415 -0.360
O -2.172856 0.368736 1.967361 1.835 -0.676 -2.595 -0.444
N 0.299616 0.132394 -1.262960 0.345 0.184 3.618 -0.024
C 0.172156 0.470636 0.350521 0.051 -0.099 -3.688 -0.400
C 1.131256 -0.443640 1.116313 -0.920 0.758 -1.637 -0.079
H 0.548609 1.534358 0.440134 -1.371 -1.069 0.166 0.141
H 1.451072 -0.007853 2.007786 0.443 0.735 1.456 0.065
H -0.234154 0.808514 -1.861005 0.311 -1.660 0.839 0.055
H -3.307333 1.957765 0.651333 0.657 -0.702 -1.591 -0.108
H 1.898971 -0.428723 0.389907 1.536 -0.175 -0.370 0.068
H 0.883447 -1.458566 1.271463 -0.878 -0.978 0.070 0.074
H 0.189008 -0.917379 -1.268720 -0.565 1.932 -0.947 0.081
```
Forces are in eV/Å.

The HOMO energy is -9.911 eV. The total charge is 0. As for the spin multiplicity: 1. The SMILES is C[C@@H](N)S(=O)(=O)S. The value obtained for the frontier orbital gap is 9.71 eV.

Record 8
Entry from the Open Molecules 2025 dataset: a 2-piece molecular cluster, C2H7NO3 overall (ωB97M-V/def2-TZVPD).

The geometry in XYZ format:
```
13
Properties=species:S:1:pos:R:3:forces:R:3:lowdin_charge:R:1
O -0.098935 0.140996 -0.927715 0.818 1.787 -0.982 0.098
O -0.739787 -0.672523 1.037935 0.651 0.035 0.329 0.059
O 0.067760 -3.120227 -1.188468 -0.128 0.067 -0.720 -0.052
N 0.178855 1.400047 0.960097 0.438 -0.272 -1.808 0.036
C 0.539818 2.481598 0.058601 -0.682 1.040 0.204 -0.085
C -0.200519 0.218814 0.408420 -1.457 -1.594 0.956 -0.630
H -0.070615 1.531743 1.917732 -0.120 0.143 0.169 0.138
H 0.684583 3.400686 0.624547 0.251 -0.130 0.188 0.082
H 0.265456 -0.637538 -1.358749 -0.475 -0.624 0.747 0.105
H -0.273902 2.731233 -0.643780 0.249 -0.349 0.174 0.091
H -0.518339 -3.397299 -0.476463 0.335 0.302 0.205 0.046
H 0.920651 -2.865075 -0.833959 -0.077 -0.253 0.513 0.031
H 1.429833 2.272949 -0.519218 0.195 -0.152 0.025 0.080
```
Forces are in eV/Å.

The HOMO energy is -9.829 eV. The total charge is 0. As for the spin multiplicity: 1. The SMILES is CNC(=O)O.O. The value obtained for the frontier orbital gap is 10.44 eV.

ΔE to the lowest compared entry with this formula, charge and spin per entry: 77.24; 33.45; 71.93; 17.70; 131.69; 78.55; 65.02; 12.37 kcal per mole
F_max per entry: 1.2; 1.0; 4.8; 4.0; 4.7; 3.9; 4.1; 2.4 eV/A